Computed, not measured: a molecular structure, C31H36KO3P2S, with wB97M-V/def2-TZVPD.

Summary:
Gap between HOMO and LUMO: 9.530 eV
E_HOMO: -11.54 eV
Net charge: +1

XYZ file:
```
74
Properties=species:S:1:pos:R:3:forces:R:3
K 0.44690 1.17322 1.48043 0.081 0.084 0.152
O -0.89565 1.08322 -0.64512 -0.013 0.137 0.331
P -0.41699 0.62758 -1.97683 0.000 -0.387 -0.371
C 1.29000 -0.04144 -1.94442 0.170 -0.038 -0.257
P 1.78548 -1.35461 -0.76313 -0.052 -0.134 -0.614
O 1.40449 -1.01627 0.62908 -0.178 0.128 0.490
C 3.56839 -1.50763 -0.97749 -0.114 -0.026 -0.071
C 4.18808 -2.74388 -1.13337 0.032 -0.096 0.039
C 5.57177 -2.82789 -1.19530 0.013 0.007 -0.002
C 6.34557 -1.68134 -1.09898 -0.043 -0.015 0.003
C 5.73425 -0.44559 -0.92922 0.025 -0.016 -0.001
C 4.35415 -0.36187 -0.86660 0.065 0.122 -0.014
C 1.01088 -2.86343 -1.36910 0.057 0.129 0.052
C 1.32347 -3.42186 -2.60772 0.117 -0.013 -0.027
C 0.65488 -4.54891 -3.05005 0.002 -0.052 0.002
C -0.34074 -5.11777 -2.26383 0.008 0.020 0.023
C -0.65978 -4.56157 -1.03484 0.000 -0.003 -0.009
C 0.01898 -3.43750 -0.58352 -0.072 -0.016 0.036
C -1.49326 -0.62554 -2.69612 0.225 0.041 -0.044
C -1.07177 -1.54936 -3.65055 -0.049 0.068 -0.042
C -1.96706 -2.46500 -4.17683 -0.086 -0.017 -0.006
C -3.29157 -2.46113 -3.75757 0.047 -0.008 -0.022
C -3.71675 -1.54077 -2.81234 -0.014 0.022 0.025
C -2.82078 -0.62504 -2.28292 -0.131 0.017 0.140
C -0.31921 2.00394 -3.13205 0.067 -0.049 -0.003
C -0.35020 3.29355 -2.60902 -0.017 0.032 0.003
C -0.25217 4.38731 -3.45616 0.005 0.017 -0.004
C -0.12214 4.19700 -4.82410 -0.005 -0.006 0.018
C -0.09828 2.91156 -5.34980 0.005 0.020 -0.009
C -0.19846 1.81744 -4.50666 0.010 -0.060 -0.062
H 1.93608 0.82670 -1.77305 -0.047 0.002 0.063
H 1.55835 -0.38581 -2.94962 -0.057 0.024 -0.012
H 3.60428 -3.65390 -1.18980 -0.042 0.052 -0.014
H 6.04076 -3.79545 -1.31347 0.022 0.010 -0.002
H 7.42402 -1.74972 -1.14806 0.003 0.003 -0.002
H 6.33351 0.45074 -0.84226 0.002 -0.001 -0.004
H 3.89875 0.61139 -0.71910 -0.017 -0.030 -0.004
H 2.09576 -2.98307 -3.23171 0.009 0.002 0.035
H 0.90749 -4.98603 -4.00736 0.002 0.000 0.002
H -0.86566 -5.99838 -2.61004 0.001 -0.001 -0.010
H -1.43363 -5.00265 -0.42101 -0.002 -0.013 -0.010
H -0.21975 -3.00217 0.37855 0.024 0.020 -0.008
H -0.04562 -1.57185 -3.99025 0.027 0.035 0.001
H -1.63081 -3.18479 -4.91138 -0.003 0.001 -0.002
H -3.99348 -3.17576 -4.16672 0.017 -0.010 -0.017
H -4.74715 -1.53434 -2.48276 -0.002 -0.007 -0.009
H -3.15000 0.08478 -1.53403 0.038 0.009 -0.008
H -0.47473 3.43806 -1.54343 -0.003 -0.029 -0.002
H -0.28517 5.38785 -3.04585 0.003 0.005 -0.017
H -0.04853 5.05163 -5.48338 -0.001 -0.002 -0.005
H -0.01024 2.76199 -6.41746 0.000 0.007 -0.003
H -0.20177 0.81976 -4.93154 -0.002 0.004 0.034
C 0.27292 0.61887 7.71093 0.012 -0.085 0.019
C -0.91661 1.53174 7.44637 -0.011 0.109 0.002
C -0.73839 2.41551 6.21449 -0.066 -0.048 0.021
S -0.80426 1.46313 4.67518 -0.159 0.063 0.358
O -0.29152 2.38381 3.60162 0.039 0.051 -0.172
C -2.61066 1.34685 4.44753 -0.043 -0.021 0.176
C -3.21017 2.45015 3.58777 0.028 -0.027 -0.074
C -3.23131 3.82544 4.23868 0.026 0.066 -0.014
H 0.10465 0.01155 8.59947 0.000 0.000 -0.001
H 1.18343 1.19750 7.87359 -0.014 0.029 -0.010
H 0.45444 -0.06048 6.87640 -0.007 0.009 0.011
H -1.07422 2.19763 8.29722 0.025 -0.023 0.019
H -1.83813 0.94796 7.36332 0.018 -0.026 -0.031
H 0.25213 2.87285 6.19049 0.037 -0.039 0.000
H -1.47855 3.21217 6.16536 -0.011 -0.032 -0.058
H -3.05009 1.33370 5.44811 0.005 -0.035 -0.008
H -2.78775 0.36752 4.00149 0.037 0.001 -0.025
H -4.22473 2.13197 3.33761 -0.021 0.023 0.040
H -2.66609 2.49755 2.64201 -0.002 0.028 0.010
H -3.68987 3.79496 5.22966 -0.015 -0.025 -0.004
H -3.80733 4.52653 3.63544 0.007 -0.007 -0.014
H -2.22283 4.22766 4.33514 -0.015 0.006 -0.008
```
Forces are in eV/Å.

Computed, not measured: a molecular structure, C31H36N5O2RhSe2 at a distorted geometry, with wB97M-V/def2-TZVPD.

Summary:
Gap between HOMO and LUMO (alpha / beta): 3.564 / 4.290 eV
E_HOMO (alpha / beta): -4.21 / -6.81 eV
2S+1: 5
Expectation value of S²: 6.059

XYZ file:
```
77
Properties=species:S:1:pos:R:3:forces:R:3
Rh 9.60588 13.14815 10.46207 -0.367 2.507 0.172
C 7.24201 13.49786 16.11696 0.833 0.000 -1.052
C 7.74066 14.21196 14.80359 -0.696 0.221 1.225
C 9.11969 14.78469 14.73892 1.579 0.678 1.089
C 9.52781 15.58933 15.85741 0.333 -0.233 -1.404
C 10.68280 16.37883 15.77010 -0.431 -0.232 -0.817
C 11.37038 16.36828 14.53656 -0.451 0.494 0.660
C 11.05462 15.58174 13.44048 -1.350 -0.985 1.534
C 11.82605 15.71653 12.19823 0.143 0.564 -1.004
C 11.44744 17.07272 11.45777 -0.385 -0.813 1.910
C 10.00588 14.63054 13.61592 0.217 -0.674 1.006
N 9.97939 13.41150 12.83611 -1.997 0.192 -0.348
C 9.35848 12.36223 13.39061 0.725 0.644 -0.657
C 8.80658 11.35890 12.56745 -1.323 -2.070 0.048
C 8.01894 10.18432 12.88600 0.881 0.776 -0.059
C 7.65511 9.60484 11.68708 -1.161 -1.106 0.106
C 8.15150 10.38739 10.64939 0.721 0.331 0.133
N 8.82727 11.41659 11.18921 -0.102 -0.414 -0.259
H 6.22823 13.18162 15.90652 -0.239 -0.178 0.197
H 7.23083 14.16739 16.97070 -0.023 0.164 0.010
H 7.84220 12.62105 16.40335 -0.117 0.209 -0.229
H 7.04897 15.05919 14.69440 0.106 -0.045 -0.164
H 7.59909 13.59792 13.94584 -0.544 -0.598 -0.510
H 8.92074 15.51448 16.75710 0.101 0.383 -0.168
H 10.99882 17.09417 16.54878 -0.181 -0.761 -0.311
H 12.21387 17.02443 14.43378 0.337 0.312 -0.050
H 11.61655 14.85418 11.54504 0.396 0.372 0.185
H 12.87790 15.71689 12.52446 -0.109 -0.009 -0.745
H 11.91596 17.90819 11.99914 -0.536 -0.136 0.029
H 10.33280 17.18779 11.40937 0.997 0.004 0.077
H 11.86609 17.11173 10.49433 0.414 -0.169 -1.445
H 9.24310 12.25349 14.49493 0.215 0.205 -0.895
H 7.77782 9.79129 13.85408 0.040 0.061 0.312
H 7.02046 8.71090 11.54602 0.633 0.615 0.231
H 8.10530 10.16754 9.56504 0.064 0.504 0.878
O 5.44631 13.50293 8.91140 0.243 0.826 -0.915
C 5.52961 14.59275 7.96144 -0.985 0.915 0.309
C 6.93423 15.26855 7.91015 -0.139 0.024 -0.778
C 6.79454 16.59164 7.04399 1.086 -0.199 -0.535
O 8.14326 17.18139 7.02220 -0.924 0.374 -0.653
C 7.91420 14.32614 7.23041 1.877 -0.624 -0.743
Se 8.82871 12.84371 8.26342 -0.377 -0.069 -0.539
C 7.51272 15.71721 9.24044 -0.239 -0.090 0.845
Se 7.48278 14.31456 10.62634 0.672 0.006 0.576
H 5.04678 12.73203 8.49950 0.030 -0.010 -0.083
H 4.76451 15.37673 8.25153 0.765 -0.733 -0.053
H 5.21869 14.29246 6.92940 0.494 -0.033 0.747
H 6.07687 17.32045 7.52291 0.546 -0.893 -0.620
H 6.51240 16.28886 5.98666 -0.018 0.560 1.196
H 8.23726 17.90334 6.35085 -0.528 -1.049 0.850
H 8.85046 14.86592 6.89279 -1.308 -0.305 0.108
H 7.49308 13.72890 6.37894 0.237 0.790 0.702
H 6.83726 16.47432 9.63951 0.190 0.183 0.150
H 8.54609 16.11761 9.18007 -0.769 -0.312 -0.179
C 13.69588 13.00367 9.41126 0.447 -0.005 -0.504
C 12.31682 13.22997 9.43411 0.119 0.494 0.023
N 11.50422 12.52692 10.25013 1.549 -2.914 0.818
C 12.02912 11.46484 10.94834 -1.379 0.563 -0.175
C 13.41129 11.17196 11.00094 0.710 -0.836 0.861
C 14.23546 11.95952 10.15616 -0.215 1.353 -0.321
C 14.06026 10.30001 11.97206 -1.558 0.297 -0.543
C 13.56429 9.29201 12.80308 0.235 0.094 0.003
C 12.49189 8.35974 12.70985 0.023 0.952 -0.697
C 12.13766 7.50241 13.76697 -0.469 0.039 0.255
C 10.95872 6.81672 13.63479 0.162 -0.865 0.285
N 10.27772 6.72695 12.48202 -0.989 -0.064 0.355
C 10.70303 7.52654 11.53275 0.378 0.604 -0.766
N 11.72947 8.34901 11.58425 0.256 0.467 -0.130
H 14.33066 13.65592 8.76052 -0.615 -0.763 0.670
H 11.78198 13.95547 8.84088 0.387 0.297 -0.177
H 11.30061 10.82892 11.48987 0.625 0.676 -0.259
H 15.30729 11.80575 10.19002 -0.031 -0.043 -0.156
H 15.06882 10.60024 12.22817 0.125 0.155 -0.202
H 14.15650 9.19362 13.69522 0.315 -0.405 0.315
H 12.71193 7.46335 14.67829 0.019 0.102 0.165
H 10.51453 6.25436 14.46648 0.405 0.106 -0.226
H 10.16029 7.60051 10.58246 -0.079 -0.476 0.341
```
Forces are in eV/Å.

Computed, not measured: 5 unconnected molecules or ions with the total composition C31H36N5O9S at a distorted geometry, with wB97M-V/def2-TZVPD.

Summary:
Gap between HOMO and LUMO: 7.991 eV
E_HOMO: -11.49 eV
Net charge: +1

XYZ file:
```
82
Properties=species:S:1:pos:R:3:forces:R:3
C 6.54838 -0.70374 2.64503 -0.200 0.211 0.426
C 5.23502 -1.14011 1.76627 0.190 -2.121 -5.187
O 5.40102 -1.54061 0.49845 -0.890 2.432 7.383
N 3.77968 -1.07918 2.27195 3.148 1.081 0.510
C 3.81605 -0.60321 3.70937 -0.361 1.200 1.056
C 3.10822 -0.09263 1.34216 -0.732 0.219 -1.379
C 1.69545 0.53197 1.89046 -0.287 0.248 -0.682
C 0.46290 -0.54340 2.01989 -0.471 1.375 -0.183
C -0.59287 0.10094 3.14397 1.169 0.754 -1.755
S -1.79119 -1.29299 3.58380 -0.387 0.520 -0.193
H 7.49034 -0.75843 1.94958 -2.092 0.014 1.297
H 6.42659 0.40798 3.05344 0.141 -2.373 -1.010
H 6.72973 -1.37224 3.61256 -0.574 1.283 -2.251
H 4.47652 -1.28419 4.42468 -1.303 1.494 -1.913
H 4.21123 0.52250 3.67131 -0.743 -2.294 0.683
H 2.74206 -0.57255 4.22961 2.231 -0.187 -1.457
H 3.87785 0.76348 1.05549 -1.784 -1.349 0.726
H 2.90858 -0.68052 0.32497 0.356 1.336 2.252
H 1.76324 1.10645 2.90759 0.294 -1.101 -2.010
H 1.35384 1.34257 1.08323 0.855 -1.836 1.884
H 0.78063 -1.62528 2.33410 -0.461 2.090 -0.687
H -0.13306 -0.50345 0.99009 1.346 -0.660 2.243
H -0.02773 0.55189 4.08054 -1.513 -1.379 -1.686
H -1.21848 0.97048 2.61816 1.240 -2.014 1.373
H -2.88915 -1.09135 2.68685 1.701 -0.695 0.645
H -1.14882 -2.46667 3.13105 -0.858 1.355 -0.211
C -8.25442 -3.22524 2.09216 0.117 -0.079 0.033
C -7.79076 -4.48376 2.47851 0.296 0.289 -0.129
C -6.42700 -4.77651 2.41652 0.036 -0.017 0.008
C -5.53179 -3.79544 1.96833 -0.801 0.101 0.016
C -5.99540 -2.53373 1.57256 -0.128 0.029 0.082
C -7.36183 -2.25361 1.63628 0.312 -0.196 0.221
N -4.09418 -4.08852 1.92500 0.259 -1.352 0.332
O -3.72545 -5.22250 2.26531 -0.362 2.176 -0.649
O -3.33145 -3.18451 1.55482 -0.235 -0.603 0.512
H -9.31804 -2.99977 2.14759 0.254 -0.048 -0.074
H -8.49277 -5.23628 2.83130 0.213 0.135 -0.090
H -6.08154 -5.76198 2.72124 0.097 0.306 -0.121
H -5.31227 -1.76470 1.21806 -0.067 -0.310 0.051
H -7.73125 -1.27611 1.33416 0.151 -0.288 0.077
C 6.97382 -0.55134 -2.72840 0.006 0.115 -0.060
C 7.69515 -0.02743 -3.80234 -0.284 0.232 0.206
C 7.48194 1.29007 -4.21236 -0.051 0.053 0.050
C 6.54292 2.07905 -3.53374 0.169 -0.886 0.254
C 5.81184 1.55323 -2.46020 0.142 -0.066 -0.091
C 6.03174 0.23337 -2.06109 0.073 0.252 -0.264
N 6.33256 3.47266 -3.94371 0.156 1.146 -0.720
O 6.98488 3.89514 -4.90999 -1.129 -0.620 1.606
O 5.51829 4.14793 -3.29794 1.015 -0.777 -0.820
H 7.14760 -1.57742 -2.40876 -0.069 0.222 -0.039
H 8.42660 -0.64571 -4.31836 -0.156 0.187 0.074
H 8.05218 1.68357 -5.05102 -0.247 0.099 0.247
H 5.07646 2.15282 -1.92780 0.217 -0.008 -0.284
H 5.47142 -0.18307 -1.22690 0.169 0.087 -0.222
C -6.40313 -1.96776 -5.19867 -0.071 -0.041 0.099
C -6.47698 -1.00160 -4.19406 -0.194 -0.344 0.085
C -7.22289 -1.24782 -3.03977 0.012 -0.078 -0.017
C -7.89021 -2.47246 -2.89930 0.545 0.184 -0.792
C -7.82408 -3.44110 -3.90966 0.013 0.032 0.036
C -7.07729 -3.18229 -5.06075 -0.018 0.281 0.309
N -8.65510 -2.74742 -1.67709 -0.729 -0.461 0.869
O -8.70509 -1.85781 -0.81465 -0.060 -1.188 -1.229
O -9.20335 -3.85431 -1.57571 0.827 1.739 -0.027
H -5.81567 -1.77345 -6.09439 -0.141 -0.037 0.187
H -5.95001 -0.05686 -4.30951 -0.152 -0.188 0.063
H -7.27044 -0.48469 -2.26600 -0.127 -0.320 -0.094
H -8.34108 -4.39381 -3.81588 0.062 0.312 0.170
H -7.01729 -3.92906 -5.84941 -0.055 0.136 0.208
C 3.69376 6.21615 -1.02514 -0.068 -0.012 0.064
C 2.66765 7.00186 -0.49797 0.010 -0.408 0.142
C 1.77404 6.45771 0.42657 0.003 -0.029 0.022
C 1.92073 5.12080 0.82142 0.546 0.353 -0.566
C 2.94526 4.32755 0.28797 0.009 0.117 -0.040
C 3.83111 4.88202 -0.63804 -0.281 0.078 0.250
N 1.00012 4.55029 1.81211 -0.921 0.378 0.665
O 0.09527 5.27858 2.24632 1.406 -1.383 -0.623
O 1.18274 3.37502 2.16058 -0.380 1.349 -0.261
H 4.39152 6.64648 -1.74149 -0.149 -0.145 0.133
H 2.56619 8.04039 -0.80570 -0.027 -0.237 0.105
H 0.97977 7.08318 0.82817 0.148 -0.319 0.022
H 3.06764 3.28716 0.58186 -0.165 0.277 0.066
H 4.63158 4.27530 -1.05561 -0.211 0.172 0.072
```
Forces are in eV/Å.